Entry from the OMol25 dataset: C24H23ClOPSm as an isolated structure (wB97M-V/def2-TZVPD).

Computed properties:
Spin multiplicity: 6
M, g mol⁻¹: 544.234
HOMO energy (alpha / beta), Eh: -0.3057 / -0.3069
Maximum force, hartree/bohr: 0.047
Kohn-Sham gap (alpha / beta), eV: 8.2 / 8.3

```
51
C24H23ClOPSm (wB97M-V/def2-TZVPD)
C -1.01774 -1.98734 3.95050
C -0.94616 -2.01520 2.52878
C 0.43383 -2.18458 2.16061
H -1.80910 -1.96495 1.86380
C 1.21186 -2.22598 3.36539
C 0.30757 -2.11564 4.46738
H 0.58137 -2.18679 5.51896
H -1.93112 -1.92607 4.54455
H 0.80400 -2.27990 1.14131
H 2.29388 -2.36235 3.43257
Sm 0.27578 0.13073 3.13740
Cl 2.13563 1.44439 1.91813
P 0.07313 0.33332 -0.54517
C 1.17287 -0.75559 -1.53985
C 0.75550 -1.45176 -2.68606
H -0.29102 -1.43168 -2.99183
C 1.68432 -2.16128 -3.45235
H 1.34826 -2.67530 -4.35366
C 3.02741 -2.20645 -3.07060
H 3.75010 -2.75241 -3.67899
C 3.43942 -1.55265 -1.90262
H 4.48587 -1.59342 -1.59704
C 2.52014 -0.84370 -1.13127
H 2.83290 -0.33352 -0.21749
C -1.55311 -0.08699 -1.29217
C -2.17553 -1.26087 -0.82346
H -1.67428 -1.87337 -0.07254
C -3.41072 -1.65437 -1.32936
H -3.89413 -2.54893 -0.93625
C -4.02267 -0.90857 -2.34605
H -4.97934 -1.23071 -2.75736
C -3.40114 0.24536 -2.82776
H -3.86166 0.82522 -3.62826
C -2.18331 0.67420 -2.28997
H -1.71940 1.59031 -2.65830
C 0.41010 1.95949 -1.33495
C 1.12196 2.11593 -2.53467
H 1.56376 1.25068 -3.03046
C 1.25572 3.38437 -3.10838
H 1.78890 3.48674 -4.05403
C 0.71136 4.50621 -2.47947
H 0.81203 5.49242 -2.93511
C 0.04343 4.36070 -1.25745
H -0.37492 5.23400 -0.75541
C -0.09186 3.10170 -0.67693
H -0.58438 2.98924 0.29052
C -0.19313 1.09697 6.45185
O -0.15237 0.86030 5.05225
H 0.83839 1.19736 6.82103
H -0.67964 0.26126 6.97438
H -0.73277 2.02944 6.67585
```

Entry from the OMol25 dataset: C18H19IrN2OS3 as an isolated structure (wB97M-V/def2-TZVPD).

Computed properties:
Spin multiplicity: 2
ΔE to the lowest compared entry with this formula, charge and spin, kJ/mol: 0.0
M, g mol⁻¹: 567.781
HOMO energy (alpha / beta), Eh: -0.4323 / -0.4368
Maximum force, hartree/bohr: 0.003
Kohn-Sham gap (alpha / beta), eV: 7.2 / 5.8
Charge: +1

```
44
C18H19IrN2OS3 (wB97M-V/def2-TZVPD)
Ir -0.59771 1.12201 1.28520
C 0.19135 -2.76131 -3.37741
C 0.07620 -3.46343 -2.03361
N -0.77518 -2.73848 -1.06710
C -2.13298 -3.25931 -0.84762
C -3.14401 -2.71105 -1.84186
C -0.31062 -1.64941 -0.47392
S -1.43725 -0.81926 0.59736
N 0.95318 -1.32399 -0.73553
C 1.57881 -0.23361 -0.36496
O 1.10440 0.77518 0.28553
C 3.00496 -0.11346 -0.73385
C 3.73773 1.00287 -0.32945
C 5.07211 1.11579 -0.67803
C 5.68036 0.11990 -1.43001
C 4.95487 -0.99339 -1.83553
C 3.62172 -1.11201 -1.48893
H 0.82437 -3.35216 -4.03938
H 0.64298 -1.77724 -3.26528
H -0.78136 -2.65004 -3.85491
H 1.05717 -3.59440 -1.58125
H -0.37464 -4.44671 -2.15178
H -2.43395 -3.04284 0.17555
H -2.06419 -4.34309 -0.92603
H -3.20176 -1.62387 -1.78537
H -4.13045 -3.11651 -1.61910
H -2.88836 -2.99228 -2.86264
H 3.25983 1.77567 0.25487
H 5.63972 1.98091 -0.36367
H 6.72380 0.21144 -1.70115
H 5.43146 -1.76737 -2.42150
H 3.04609 -1.97248 -1.79816
S -0.89972 1.52709 3.39153
C -1.92738 2.94566 3.57590
C -2.30641 3.42611 4.81854
C -3.12882 4.54730 4.87184
C -3.56549 5.16274 3.70639
C -3.18834 4.67068 2.46139
C -2.36018 3.56039 2.41585
S -1.81599 2.86118 0.89737
H -1.96823 2.93898 5.72396
H -3.43401 4.94160 5.83121
H -4.20661 6.03107 3.76808
H -3.52748 5.14115 1.54746
```

Entry from the OMol25 dataset: one molecule with the formula C2H8N4 (wB97M-V/def2-TZVPD).

Computed properties:
ΔE to the lowest compared entry with this formula, charge and spin, kJ/mol: 194.4
M, g mol⁻¹: 88.114
HOMO energy, Eh: -0.3297
Maximum force, hartree/bohr: 0.078
Kohn-Sham gap, eV: 9.9
SMILES string: [H]/N=N/CC(N)N

```
14
C2H8N4 (wB97M-V/def2-TZVPD)
C -0.76560 -0.01492 -0.15798
C 0.52248 -0.46111 0.48138
N -0.80606 1.29153 -0.70762
N -1.70086 0.04299 1.10383
N 1.59306 -0.53837 -0.69256
N 2.53711 -1.28360 -0.39740
H -1.16468 -0.75546 -0.85427
H -0.06728 1.87696 -0.32666
H -0.66756 1.25984 -1.71472
H 3.22542 -1.36929 -1.16536
H -1.45941 0.88625 1.61874
H -2.60725 0.26772 0.69187
H 0.92490 0.25639 1.20173
H 0.43574 -1.45893 0.91903
```

Entry from the OMol25 dataset: C27H44BrIrNOP2 as an isolated structure (wB97M-V/def2-TZVPD).

Computed properties:
Spin multiplicity: 6
ΔE to the lowest compared entry with this formula, charge and spin, kJ/mol: 33.0
M, g mol⁻¹: 732.724
HOMO energy (alpha / beta), Eh: -0.6931 / -0.7435
Maximum force, hartree/bohr: 0.088
Kohn-Sham gap (alpha / beta), eV: 6.9 / 5.6
Charge: +4

```
77
C27H44BrIrNOP2 (wB97M-V/def2-TZVPD)
C 0.17440 4.67271 -2.55262
C -0.08554 3.42117 -3.16092
C -0.31854 3.39273 -4.55220
C -0.38489 4.60521 -5.24772
N -0.19609 5.78021 -4.64954
C 0.09894 5.82329 -3.34937
C -0.28211 2.21171 -2.36434
C -0.55379 1.81596 -1.10233
C -0.88405 2.05096 0.27818
C 0.04297 2.18357 1.34301
C -0.39653 1.88942 2.63009
C -1.64333 1.20226 2.76828
C -2.65897 1.54291 1.80698
C -2.26522 2.01899 0.58543
Ir -0.86487 0.36258 -2.32593
P 1.88333 -0.94773 0.71437
H -0.52997 2.47448 -5.07965
H 0.36550 4.76860 -1.48751
H -0.61661 4.63549 -6.31182
H 0.26565 6.81371 -2.91228
H -3.02493 2.30371 -0.16262
H 1.06443 2.51954 1.17120
H -3.71777 1.41000 2.05870
H 0.27085 2.00589 3.47749
C 2.66888 -2.62351 0.95307
C 3.74755 -3.07212 -0.02978
H 1.82867 -3.33055 0.93169
H 3.05105 -2.63064 1.98394
H 4.24648 -3.96910 0.36454
H 3.31855 -3.35114 -1.00103
H 4.52387 -2.31445 -0.19399
C 2.34975 -0.44802 -1.01585
C 3.25722 0.77138 -1.17718
H 1.37440 -0.24625 -1.53295
H 2.78936 -1.32225 -1.52003
H 3.53845 0.85805 -2.23329
H 2.73195 1.69922 -0.92047
H 4.18102 0.70181 -0.58850
C 2.92637 0.13259 1.79833
C 4.37001 -0.29607 2.07386
H 2.35542 0.17301 2.73800
H 2.89076 1.14357 1.37042
H 4.87907 0.50916 2.61788
H 4.41620 -1.18316 2.71520
H 4.94565 -0.47890 1.15744
Br -0.47225 -0.82556 2.73778
P -1.31268 -1.43886 -1.26587
C -0.26178 -2.89739 -1.05465
C -0.90691 -4.27849 -1.13202
H 0.19690 -2.75593 -0.05995
H 0.55467 -2.80811 -1.79069
H -0.13255 -5.01119 -1.39344
H -1.35205 -4.58446 -0.17824
H -1.66161 -4.33915 -1.92442
C -2.42131 -1.39794 0.17708
C -3.43235 -2.51914 0.30706
H -2.91441 -0.41727 0.18473
H -1.74491 -1.39413 1.06077
H -4.13625 -2.25110 1.10911
H -3.98849 -2.67395 -0.62247
H -2.96554 -3.46079 0.61414
C -2.34234 -1.22717 -2.76748
C -2.29021 -2.49050 -3.64561
H -1.98452 -0.34756 -3.45166
H -3.36804 -1.01995 -2.43400
H -2.71195 -2.21448 -4.61443
H -1.25946 -2.81293 -3.81328
H -2.87633 -3.31878 -3.22593
C -0.47094 1.11180 5.58072
C -1.74614 0.40260 5.30355
O -2.33128 0.95236 4.07711
H 0.37319 0.59945 5.09514
H -0.28443 1.04436 6.65701
H -0.50450 2.16269 5.30456
H -1.65149 -0.66831 5.18404
H -2.52100 0.63076 6.04130
H -3.21253 0.56908 3.87390
```

Entry from the OMol25 dataset: C31H30BrCaN3S as an isolated structure (wB97M-V/def2-TZVPD).

Computed properties:
ΔE to the lowest compared entry with this formula, charge and spin, kJ/mol: 74.3
M, g mol⁻¹: 596.651
HOMO energy, Eh: -0.2814
Maximum force, hartree/bohr: 0.011
Kohn-Sham gap, eV: 7.1

```
67
C31H30BrCaN3S (wB97M-V/def2-TZVPD)
Ca 0.32727 -1.14839 0.39413
C 1.36211 2.58835 -0.07368
C 1.24309 2.60801 1.42222
C 2.08963 3.38279 2.20617
C 1.97598 3.38210 3.58813
C 1.00246 2.61482 4.20434
C 0.12872 1.82960 3.45900
C -0.93826 1.00362 4.11642
C 0.27623 1.84509 2.07823
N -0.55122 0.98164 1.28473
C -1.68294 1.39750 0.89579
C -2.28889 2.73109 1.21855
C -2.49823 0.50954 -0.00512
C -3.97915 0.48314 0.23914
N -1.87806 -0.09489 -0.94176
C -2.66778 -0.76634 -1.93113
C -3.20242 -0.00208 -2.96753
C -2.96381 1.47962 -3.04821
C -3.95332 -0.65840 -3.93523
C -4.16190 -2.02670 -3.87135
C -3.60295 -2.76388 -2.84143
C -2.83274 -2.14891 -1.86205
C -2.20170 -2.94069 -0.75847
H 2.18175 3.22727 -0.39811
H 0.44804 2.94194 -0.55745
H 1.57079 1.57957 -0.44179
H 2.85197 3.97800 1.72164
H 2.65115 3.97780 4.18611
H 0.91305 2.61620 5.28283
H -0.84141 1.05568 5.19884
H -0.88487 -0.04494 3.81564
H -1.93706 1.36658 3.86081
H -1.51528 3.45253 1.47056
H -2.95976 2.64265 2.07455
H -2.87662 3.09741 0.37817
H -4.18513 0.56500 1.30537
H -4.41389 -0.43558 -0.14729
H -4.46941 1.32094 -0.25822
H -1.91324 1.72346 -2.88552
H -3.54462 2.02780 -2.30228
H -3.25565 1.85797 -4.02578
H -4.37325 -0.08470 -4.75104
H -4.74885 -2.51989 -4.63328
H -3.75153 -3.83439 -2.79381
H -2.52200 -3.98028 -0.75497
H -2.43046 -2.55265 0.23695
H -1.11379 -2.98600 -0.88645
Br 1.13758 -1.65246 -2.51650
C 3.01029 -1.83201 -2.09980
C 3.78572 -2.39679 -3.06429
C 5.17394 -2.51618 -2.83534
C 5.71101 -2.05476 -1.67136
C 4.89611 -1.46502 -0.67274
C 5.46542 -0.97565 0.52833
C 4.67115 -0.41320 1.48134
C 3.27201 -0.33736 1.28101
C 2.63127 -0.79193 0.14795
C 3.49257 -1.34798 -0.85136
H 3.35186 -2.74328 -3.99109
H 5.80014 -2.96934 -3.59148
H 6.77529 -2.13208 -1.49113
H 6.53649 -1.05751 0.66968
H 5.10985 -0.03186 2.39511
H 2.69641 0.10288 2.09570
S 0.33000 -2.42988 2.82922
C -0.56200 -3.69209 2.14587
N -1.16714 -4.54250 1.64455
```

Entry from the OMol25 dataset: a 4-piece molecular cluster, C17H25BrN4O8P overall (wB97M-V/def2-TZVPD).

Computed properties:
ΔE to the lowest compared entry with this formula, charge and spin, kJ/mol: 0.0
M, g mol⁻¹: 524.285
HOMO energy, Eh: -0.4363
Maximum force, hartree/bohr: 0.137
Kohn-Sham gap, eV: 7.8
Charge: +1

```
56
C17H25BrN4O8P (wB97M-V/def2-TZVPD)
O 1.77117 3.58967 0.42733
C 1.43046 2.73582 -0.32259
O 0.20900 2.64232 -0.89879
C -0.86970 2.85558 0.00545
C -1.53316 1.54075 0.43187
C -0.55658 0.75314 1.26184
C 0.01733 -0.41207 0.85534
N 0.85609 -0.74791 1.90061
C 0.80641 0.12846 2.87191
N -0.06844 1.07781 2.50990
Br -0.50536 2.56484 3.48984
H 2.11819 1.92267 -0.58577
H -0.62492 3.48860 0.85222
H -1.64837 3.39535 -0.55481
H -2.42306 1.73437 1.02800
H -1.77737 0.98254 -0.46575
H -0.12039 -0.93097 -0.07138
H 1.43017 -1.58252 1.88183
H 1.37406 0.12026 3.78377
C 1.74182 -7.64909 5.14852
O 1.19363 -6.32274 5.30346
P 0.85354 -5.46614 3.92446
O 2.18458 -4.78933 3.75354
O -0.24677 -4.52568 4.60943
C 0.04443 -3.90130 5.85786
O 0.22022 -5.21504 2.42816
C 0.85402 -5.91576 1.34076
H 1.88977 -8.06476 6.14081
H 1.05317 -8.29188 4.60074
H 2.70124 -7.60309 4.63054
H 1.10295 -3.65149 5.93868
H -0.24542 -4.55147 6.68096
H -0.54479 -2.98731 5.91283
H 1.01127 -6.96585 1.57943
H 1.80958 -5.44786 1.10631
H 0.19587 -5.85010 0.47769
C 0.06083 3.29712 -4.09022
C 0.13057 1.92082 -4.25436
C 0.36056 1.38146 -5.50943
C 0.52144 2.23385 -6.58479
C 0.44789 3.60637 -6.44149
C 0.21499 4.13912 -5.18335
N 0.78950 1.66323 -7.91569
O 0.82863 0.45385 -8.00860
O 0.95747 2.43639 -8.83356
H -0.11392 3.71342 -3.10802
H 0.00785 1.26745 -3.40100
H 0.41507 0.31089 -5.63948
H 0.57131 4.25927 -7.29271
H 0.15775 5.21121 -5.05545
C -3.36506 6.36558 -1.05752
C -3.79821 4.97926 -1.14286
N -4.14399 3.88724 -1.21219
H -4.17645 7.00715 -0.71823
H -2.53736 6.47541 -0.35805
H -3.03351 6.73112 -2.02798
```

Entry from the OMol25 dataset: a 2-piece molecular cluster, C3H10N2O overall (wB97M-V/def2-TZVPD).

Computed properties:
ΔE to the lowest compared entry with this formula, charge and spin, kJ/mol: 234.1
M, g mol⁻¹: 90.126
HOMO energy, Eh: -0.3472
Maximum force, hartree/bohr: 0.047
Kohn-Sham gap, eV: 10.3
SMILES string: C=NC.NCO

```
16
C3H10N2O (wB97M-V/def2-TZVPD)
C 1.74866 0.18020 1.35588
C 0.07661 1.82614 1.17146
N 0.44745 0.67779 0.84229
H 1.61168 -0.79840 1.92034
H 2.25405 -0.19041 0.46124
H 2.39169 1.01636 1.75128
H 0.45078 2.37890 2.02937
H -0.75410 2.44935 0.79179
H -0.06357 0.24828 -0.86078
N -1.68615 -1.45092 -0.66290
C -0.93111 -1.06890 -1.85405
O -0.03131 0.07805 -1.83704
H -2.40075 -0.79190 -0.37058
H -1.06364 -1.67797 0.10881
H -1.61926 -0.85358 -2.67155
H -0.43104 -2.02300 -2.17556
```